ORCA calculation (wB97M-V/def2-TZVPD) on a cluster of 2 separate species, C4H12NOS in total.

Computed properties:
- LUMO (spin up / spin down): 0.422 / 0.399 eV
- Largest force on an atom: 0.98 eV/Å
- Total charge: 0
- Multiplicity: 2
- Relative energy (zero: lowest compared OMol25 entry of this formula, charge and spin): 36.0 kcal per mole
- HOMO energy (spin up / spin down): -0.176 / -0.319 hartree

```
19
Properties=species:S:1:pos:R:3:mulliken_spin:R:1
C 0.81 2.41 0.80 -0.004
C 1.52 1.07 0.86 0.012
S 1.94 0.50 -0.83 0.000
H -0.18 2.31 0.38 0.012
H 1.35 3.13 0.19 0.000
H 0.75 2.83 1.79 -0.005
H 2.42 1.07 1.45 0.000
H 0.88 0.33 1.32 -0.006
H 2.80 -0.46 -0.48 0.000
O -1.47 -1.88 1.22 0.257
C -2.15 -0.87 0.71 0.701
C -1.91 -0.59 -0.77 -0.043
N -0.70 -1.43 -0.99 0.017
H -2.94 -0.33 1.22 0.006
H -2.70 -0.91 -1.45 0.056
H -1.67 0.45 -0.96 0.013
H -0.73 -1.98 -1.84 -0.018
H 0.14 -0.83 -0.92 0.010
H -0.73 -2.03 -0.09 -0.008
```

ORCA calculation (wB97M-V/def2-TZVPD) on a structure of composition C3H4AgMgO3.

Computed properties:
- LUMO (spin up / spin down): -10.519 / -10.205 eV
- Largest force on an atom: 3.39 eV/Å
- Total charge: +2
- Multiplicity: 2
- Relative energy (zero: lowest compared OMol25 entry of this formula, charge and spin): 0.0 kcal per mole
- HOMO energy (spin up / spin down): -0.584 / -0.606 hartree

```
12
Properties=species:S:1:pos:R:3:mulliken_spin:R:1
O 1.13 0.82 -1.98 0.000
C 1.42 -0.37 -1.85 0.000
C 0.99 -1.18 -0.68 0.000
Ag -0.21 2.48 -0.96 0.003
H -0.02 -1.52 -1.08 0.000
H 1.25 -0.64 0.24 0.001
H 1.61 -2.09 -0.63 0.000
O -1.03 1.19 1.11 0.216
C -1.99 0.53 1.46 0.391
Mg -2.79 1.13 4.28 0.387
O -2.60 0.42 2.55 0.004
H 2.25 -0.78 -2.45 0.000
```

ORCA calculation (wB97M-V/def2-TZVPD) on a structure of composition C9H8ClN3O4V.

Computed properties:
- LUMO (spin up / spin down): -1.261 / -1.102 eV
- Largest force on an atom: 2.68 eV/Å
- Total charge: 0
- Multiplicity: 2
- Relative energy (zero: lowest compared OMol25 entry of this formula, charge and spin): 7.5 kcal per mole
- HOMO energy (spin up / spin down): -0.305 / -0.298 hartree

```
26
Properties=species:S:1:pos:R:3:mulliken_spin:R:1
V -0.67 -0.06 -0.10 0.898
C 2.16 -0.11 1.78 -0.006
C 0.66 -0.05 1.68 -0.071
C -0.10 -1.23 1.72 0.116
C -1.50 -1.18 1.69 -0.027
C -2.17 0.06 1.68 -0.020
C -1.42 1.24 1.63 0.011
C -0.01 1.19 1.63 0.057
H 2.55 -0.98 1.25 -0.001
H 2.46 -0.18 2.82 0.000
H 2.61 0.79 1.35 0.000
H 0.39 -2.19 1.79 0.005
H -2.07 -2.09 1.73 -0.002
H -3.25 0.11 1.74 -0.004
H -1.91 2.20 1.64 0.001
H 0.55 2.11 1.64 0.000
O -1.26 -0.14 -3.43 0.004
Cl -2.06 -0.02 -2.28 -0.006
O -3.44 0.09 -2.57 -0.001
O -1.64 1.14 -1.48 0.003
O -1.84 -1.17 -1.39 0.005
N 0.76 -0.19 -1.23 -0.069
C 1.48 -0.15 -2.17 0.070
N 2.21 -0.19 -3.16 0.026
C 3.28 0.30 -3.71 -0.006
N 4.22 0.69 -4.25 0.015
```

ORCA calculation (wB97M-V/def2-TZVPD) on the molecule C7H11N.

Computed properties:
- LUMO: 1.058 eV
- Largest force on an atom: 3.49 eV/Å
- Total charge: 0
- Multiplicity: 1
- Relative energy (zero: lowest compared OMol25 entry of this formula, charge and spin): 70.2 kcal per mole
- SMILES string: C1=CC2(CCC2)NC1
- HOMO energy: -0.319 hartree

```
19
Properties=species:S:1:pos:R:3:nbo_charge:R:1
C 2.22 0.62 0.15 -0.204
C 1.08 1.20 -0.17 -0.204
C -0.09 0.24 -0.13 0.096
C -1.13 0.12 1.12 -0.401
C -2.11 -0.42 0.15 -0.416
C -1.37 0.27 -0.98 -0.392
N 0.65 -0.99 -0.38 -0.628
C 2.03 -0.88 0.06 -0.266
H 3.04 1.02 0.68 0.213
H 0.97 2.23 -0.38 0.204
H -1.39 1.12 1.37 0.199
H -0.79 -0.43 2.00 0.215
H -2.33 -1.46 0.27 0.225
H -3.10 0.10 0.10 0.195
H -1.81 1.33 -0.99 0.200
H -1.29 -0.05 -2.04 0.208
H 0.69 -1.10 -1.40 0.348
H 2.77 -1.52 -0.54 0.215
H 1.94 -1.39 1.10 0.192
```

ORCA calculation (wB97M-V/def2-TZVPD) on a structure of composition C16H28Br12O6S3.

Computed properties:
- LUMO (spin up / spin down): 1.660 / 1.664 eV
- Largest force on an atom: 2.70 eV/Å
- Total charge: -1
- Multiplicity: 2
- Relative energy (zero: lowest compared OMol25 entry of this formula, charge and spin): 7.0 kcal per mole
- HOMO energy (spin up / spin down): -0.073 / -0.238 hartree

```
65
Properties=species:S:1:pos:R:3:mulliken_spin:R:1
C 6.48 -13.38 -21.19 0.001
Br 6.69 -12.34 -22.89 0.007
Br 7.25 -15.17 -21.62 0.004
Br 4.56 -13.62 -20.69 0.009
H 6.97 -12.92 -20.33 -0.003
C 3.61 -10.00 -22.90 0.010
Br 1.95 -10.41 -21.94 0.004
Br 3.85 -8.03 -23.14 0.007
Br 3.57 -10.90 -24.66 0.010
H 4.44 -10.44 -22.35 0.010
C 7.13 -15.27 -17.05 -0.017
Br 6.12 -16.51 -18.23 0.000
Br 8.73 -14.42 -17.83 0.003
Br 7.76 -16.26 -15.33 0.003
H 6.54 -14.37 -16.86 0.013
C 6.08 -10.85 -18.20 0.227
Br 6.07 -9.40 -16.84 0.213
Br 5.28 -10.10 -19.87 0.239
Br 5.06 -12.40 -17.48 0.248
H 7.07 -11.23 -18.41 0.014
C 1.18 -11.91 -16.67 -0.001
C 1.57 -12.03 -18.17 -0.018
C 0.34 -12.09 -19.03 0.004
S -0.85 -10.93 -18.21 0.000
O -2.05 -11.72 -17.88 0.000
O -0.90 -9.55 -18.73 0.000
C 0.06 -10.87 -16.55 0.002
H 2.00 -11.55 -16.06 -0.001
H 0.92 -12.90 -16.29 -0.002
H 2.26 -12.84 -18.39 0.010
H 2.23 -11.17 -18.34 -0.002
H -0.02 -13.11 -18.95 0.000
H 0.40 -11.82 -20.08 0.000
H -0.71 -10.88 -15.77 0.000
H 0.47 -9.87 -16.69 -0.001
C 10.82 -11.68 -13.66 0.000
C 10.20 -10.19 -13.97 0.002
C 8.69 -10.33 -14.17 -0.023
S 8.58 -11.84 -15.26 0.001
O 8.89 -11.42 -16.64 0.005
O 7.40 -12.63 -14.87 0.001
C 10.11 -12.68 -14.57 -0.001
H 10.86 -12.08 -12.65 0.000
H 11.88 -11.64 -13.87 0.000
H 10.69 -9.81 -14.86 0.000
H 10.42 -9.35 -13.30 0.000
H 8.11 -9.55 -14.67 0.020
H 8.14 -10.63 -13.27 0.000
H 10.61 -13.02 -15.47 0.001
H 9.83 -13.55 -13.98 0.000
C 9.22 -8.32 -22.67 0.000
C 8.30 -8.78 -21.49 0.016
C 9.14 -9.38 -20.38 -0.016
S 10.69 -10.02 -21.15 0.000
O 10.65 -11.48 -21.39 0.000
O 11.87 -9.50 -20.46 0.000
C 10.46 -9.28 -22.81 0.000
H 9.71 -7.36 -22.47 0.000
H 8.70 -8.15 -23.62 0.001
H 7.62 -9.58 -21.81 -0.015
H 7.62 -7.98 -21.19 0.000
H 8.77 -10.19 -19.76 0.017
H 9.55 -8.63 -19.70 -0.002
H 10.16 -10.09 -23.48 0.000
H 11.42 -8.89 -23.14 0.000
```

ORCA calculation (wB97M-V/def2-TZVPD) on the molecule C3H6N2O3.

Computed properties:
- LUMO: 0.668 eV
- Largest force on an atom: 6.34 eV/Å
- Total charge: 0
- Multiplicity: 1
- Relative energy (zero: lowest compared OMol25 entry of this formula, charge and spin): 89.7 kcal per mole
- SMILES string: [H]/N=C(\N)OC(=O)OC
- HOMO energy: -0.350 hartree

```
14
Properties=species:S:1:pos:R:3:nbo_charge:R:1
H 3.90 -0.52 -0.17 0.358
N 3.06 -1.05 0.14 -0.726
C 1.90 -0.35 0.01 0.678
N 1.63 1.06 -0.28 -0.933
O 0.62 -1.03 0.27 -0.463
C -0.42 -0.13 0.18 1.001
O -0.70 1.04 0.41 -0.604
O -1.40 -0.98 -0.14 -0.461
C -2.62 -0.36 -0.09 -0.304
H 0.78 1.42 0.37 0.448
H 2.63 1.62 -0.41 0.406
H -2.79 0.63 -0.54 0.209
H -3.34 -1.09 -0.61 0.196
H -3.24 -0.24 0.87 0.196
```

ORCA calculation (wB97M-V/def2-TZVPD) on a structure of composition C2H4LiO2Tm.

Computed properties:
- LUMO (spin up / spin down): -15.948 / -16.954 eV
- Largest force on an atom: 3.61 eV/Å
- Total charge: +3
- Multiplicity: 4
- HOMO energy (spin up / spin down): -0.906 / -0.896 hartree

```
10
Properties=species:S:1:pos:R:3:mulliken_spin:R:1
O -0.43 -0.86 1.46 0.540
C -0.43 0.68 0.24 -0.014
C 0.24 0.48 -1.08 -0.017
O 0.66 -0.74 -0.45 0.574
Tm -0.74 -2.49 -0.08 1.908
Li 1.47 -0.91 2.07 -0.003
H 0.01 1.50 0.82 0.003
H -1.48 0.96 0.20 0.001
H 1.14 1.08 -1.25 0.003
H -0.43 0.29 -1.93 0.004
```

ORCA calculation (wB97M-V/def2-TZVPD) on the molecule C2H4N2.

Computed properties:
- LUMO: 1.139 eV
- Largest force on an atom: 4.76 eV/Å
- Total charge: 0
- Multiplicity: 1
- Relative energy (zero: lowest compared OMol25 entry of this formula, charge and spin): 93.3 kcal per mole
- SMILES string: C1[C@@H]2NN12
- HOMO energy: -0.374 hartree

```
8
Properties=species:S:1:pos:R:3:nbo_charge:R:1
C 0.87 -0.33 0.03 -0.281
C -0.33 0.46 -0.61 0.015
N -1.22 0.15 0.48 -0.452
N -0.44 -0.91 -0.25 -0.228
H 1.60 -0.66 -0.63 0.214
H 0.90 -0.01 1.10 0.189
H -0.51 1.06 -1.49 0.220
H -0.88 0.24 1.37 0.323
```

ORCA calculation (wB97M-V/def2-TZVPD) on a cluster of 13 separate species, C52H84O33 in total.

Computed properties:
- LUMO (spin up / spin down): -2.640 / -8.680 eV
- Largest force on an atom: 7.88 eV/Å
- Total charge: +1
- Multiplicity: 2
- HOMO energy (spin up / spin down): -0.405 / -0.405 hartree

```
169
Properties=species:S:1:pos:R:3:mulliken_spin:R:1
C 19.24 5.56 -2.79 0.002
C 19.75 6.27 -4.08 0.000
C 20.38 5.06 -4.92 -0.001
O 19.52 3.98 -4.55 0.010
C 19.04 4.12 -3.20 -0.005
H 18.33 6.04 -2.44 -0.006
H 20.01 5.65 -2.02 0.001
H 20.42 7.08 -3.81 0.001
H 18.83 6.66 -4.52 0.002
H 21.40 4.87 -4.59 0.001
H 20.32 5.18 -6.00 0.000
H 19.53 3.37 -2.59 0.003
H 18.02 3.74 -3.29 0.006
C 15.05 5.13 0.52 -0.012
C 15.73 4.01 1.31 0.033
C 16.74 3.36 0.22 -0.002
O 16.09 3.63 -1.04 0.698
C 15.44 4.90 -0.97 0.152
H 15.39 6.07 0.95 0.003
H 13.97 5.16 0.62 0.010
H 14.93 3.33 1.59 0.000
H 16.22 4.47 2.16 -0.002
H 17.05 2.33 0.37 0.026
H 17.70 3.87 0.14 0.063
H 14.57 5.03 -1.61 0.026
H 16.19 5.57 -1.40 -0.014
C 22.27 9.59 -3.63 0.000
C 21.57 9.63 -4.96 0.000
C 22.20 8.54 -5.77 0.000
O 22.60 7.53 -4.88 0.000
C 22.99 8.19 -3.68 0.000
H 21.63 9.56 -2.74 0.000
H 23.05 10.34 -3.53 0.000
H 21.72 10.62 -5.40 0.000
H 20.51 9.48 -4.75 0.000
H 23.04 8.77 -6.42 0.000
H 21.52 8.19 -6.55 0.000
H 24.08 8.30 -3.61 0.000
H 22.69 7.57 -2.85 0.000
C 10.99 7.67 -6.82 0.000
C 11.63 7.72 -8.22 0.000
C 13.09 7.58 -8.15 0.000
O 13.32 6.38 -8.91 0.000
C 12.22 5.83 -9.27 0.000
O 12.15 4.74 -9.93 0.000
O 11.19 6.52 -8.82 0.000
H 11.52 8.27 -6.07 0.000
H 10.97 6.63 -6.50 0.000
H 10.05 8.20 -6.90 0.000
H 11.20 8.50 -8.85 0.000
H 13.41 7.48 -7.11 0.000
H 13.66 8.36 -8.64 0.000
C 13.62 3.96 -5.32 -0.001
C 12.72 2.77 -5.65 0.000
C 11.21 3.09 -5.75 0.000
O 10.85 2.67 -7.12 0.000
C 11.96 2.27 -7.71 0.000
O 11.94 1.73 -8.80 0.000
O 12.96 2.47 -6.94 0.000
H 14.67 3.85 -5.57 0.000
H 13.59 4.26 -4.28 -0.001
H 13.23 4.83 -5.85 0.000
H 12.81 1.90 -5.00 0.000
H 11.07 4.17 -5.63 0.000
H 10.72 2.48 -4.99 0.000
C 14.15 11.55 -7.70 0.000
C 13.32 12.81 -7.46 0.000
C 12.23 12.65 -6.33 0.000
O 12.43 13.81 -5.53 0.000
C 13.68 14.38 -5.92 0.000
O 14.19 15.27 -5.27 0.000
O 14.15 13.89 -7.10 0.000
H 14.92 11.65 -8.48 0.000
H 13.53 10.67 -7.89 0.000
H 14.75 11.44 -6.80 0.000
H 12.86 12.97 -8.44 0.000
H 12.45 11.70 -5.84 0.000
H 11.32 12.61 -6.93 0.000
C 19.10 10.32 -1.41 0.000
C 18.07 10.27 -0.29 0.000
C 17.11 11.40 -0.30 0.000
O 15.87 10.70 -0.26 0.000
C 16.03 9.45 -0.50 0.003
O 15.16 8.60 -0.45 0.002
O 17.27 9.19 -0.68 0.000
H 18.66 10.59 -2.37 0.000
H 19.72 9.43 -1.46 0.000
H 19.80 11.12 -1.15 0.000
H 18.57 10.14 0.67 0.000
H 17.33 12.03 -1.16 0.000
H 17.04 12.12 0.52 0.000
C 17.12 4.04 -6.94 0.000
C 16.43 4.69 -8.19 -0.001
C 17.31 4.90 -9.40 0.000
O 16.57 4.44 -10.51 0.000
C 15.42 3.81 -10.02 0.000
O 14.56 3.29 -10.73 0.000
O 15.38 3.95 -8.66 0.000
H 16.65 4.26 -5.99 0.000
H 18.14 4.37 -6.72 0.000
H 17.23 2.96 -7.03 0.000
H 16.07 5.66 -7.82 0.000
H 18.28 4.42 -9.27 0.000
H 17.58 5.95 -9.52 0.000
C 17.70 13.04 -5.99 -0.001
C 19.09 12.74 -5.41 0.000
C 20.18 13.57 -6.03 0.000
O 21.07 13.74 -4.89 0.000
C 20.42 13.52 -3.75 0.000
O 20.84 13.81 -2.67 0.000
O 19.23 13.00 -4.06 0.000
H 16.95 12.53 -5.39 0.000
H 17.69 12.76 -7.04 0.000
H 17.49 14.11 -5.93 0.000
H 19.43 11.71 -5.53 0.000
H 19.89 14.53 -6.45 0.000
H 20.54 13.00 -6.89 0.000
C 12.62 13.92 -0.92 0.000
C 13.14 13.62 -2.37 0.000
C 14.62 13.57 -2.44 0.000
O 14.92 12.30 -2.97 0.000
C 13.86 11.54 -2.95 0.000
O 13.79 10.51 -3.52 0.000
O 12.77 12.22 -2.56 0.000
H 12.84 13.17 -0.17 0.000
H 11.55 14.12 -0.98 0.000
H 13.03 14.82 -0.45 0.000
H 12.71 14.30 -3.10 0.000
H 15.18 13.85 -1.54 0.000
H 14.92 14.19 -3.28 0.000
C 18.38 8.18 -11.43 0.000
C 17.23 9.09 -10.82 0.000
C 16.86 10.19 -11.72 0.000
O 15.53 10.27 -11.55 0.000
C 15.05 9.03 -11.18 0.000
O 13.87 8.71 -11.15 0.000
O 16.10 8.29 -10.84 0.000
H 18.81 7.48 -10.71 0.000
H 19.21 8.83 -11.71 0.000
H 18.05 7.64 -12.31 0.000
H 17.45 9.54 -9.85 0.000
H 17.12 9.99 -12.76 0.000
H 17.36 11.06 -11.29 0.000
C 10.63 9.53 -2.64 0.000
C 10.77 8.02 -2.32 0.000
C 12.22 7.51 -2.33 -0.001
O 12.35 6.66 -1.26 0.001
C 11.34 6.86 -0.42 0.000
O 11.35 6.52 0.76 0.000
O 10.48 7.77 -0.96 0.000
H 10.92 9.77 -3.67 0.000
H 11.29 10.15 -2.04 0.000
H 9.55 9.71 -2.55 0.000
H 10.10 7.40 -2.92 0.000
H 12.85 8.36 -2.10 0.000
H 12.39 6.89 -3.21 0.001
C 15.54 7.28 -4.10 0.000
C 15.96 8.49 -5.02 0.000
C 17.14 9.35 -4.64 0.001
O 17.76 9.60 -5.90 0.000
C 17.32 8.77 -6.78 0.000
O 17.83 8.57 -7.81 0.000
O 16.24 8.12 -6.37 0.001
H 14.48 7.10 -4.27 0.003
H 15.56 7.63 -3.07 0.001
H 16.15 6.41 -4.32 -0.004
H 15.08 9.13 -5.07 -0.001
H 17.71 8.81 -3.87 0.000
H 16.87 10.24 -4.08 -0.001
```

ORCA calculation (wB97M-V/def2-TZVPD) on the ion C4H12N3O with charge +1.

Computed properties:
- LUMO: -3.878 eV
- Largest force on an atom: 3.61 eV/Å
- Total charge: +1
- Multiplicity: 1
- Relative energy (zero: lowest compared OMol25 entry of this formula, charge and spin): 73.9 kcal per mole
- SMILES string: CC(C)=[NH+]N[C@@H](N)O
- HOMO energy: -0.494 hartree

```
20
Properties=species:S:1:pos:R:3:nbo_charge:R:1
C -2.17 -0.40 1.53 -0.677
C -1.35 -0.43 0.30 0.391
C -1.90 -1.03 -0.95 -0.711
N -0.09 0.03 0.35 -0.253
N 0.91 -0.01 -0.55 -0.486
C 1.96 1.19 -0.49 0.431
N 3.14 0.80 0.05 -0.803
O 2.05 1.66 -1.75 -0.665
H -2.26 0.64 1.81 0.262
H -3.12 -0.79 1.30 0.255
H -1.66 -0.86 2.40 0.262
H -1.67 -2.08 -0.96 0.274
H -1.45 -0.57 -1.79 0.236
H -2.98 -1.04 -1.20 0.284
H 0.37 0.39 1.16 0.418
H 0.57 -0.32 -1.50 0.393
H 1.48 1.95 0.23 0.154
H 3.08 0.11 0.74 0.383
H 3.71 0.47 -0.65 0.365
H 2.71 1.25 -2.27 0.488
```

ORCA calculation (wB97M-V/def2-TZVPD) on the ion C5H8N with charge +1.

Computed properties:
- LUMO: -4.027 eV
- Largest force on an atom: 4.22 eV/Å
- Total charge: +1
- Multiplicity: 1
- Relative energy (zero: lowest compared OMol25 entry of this formula, charge and spin): 109.9 kcal per mole
- SMILES string: C[C@H]1[C@]23C[N@@+]12C3
- HOMO energy: -0.639 hartree

```
14
Properties=species:S:1:pos:R:3:nbo_charge:R:1
C 1.96 0.14 0.17 -0.638
C 0.45 0.67 0.39 0.026
C -0.65 0.49 -0.67 0.104
C -1.77 0.56 0.18 -0.219
N -0.66 -0.41 0.54 -0.138
C -0.56 -1.05 -0.71 -0.202
H 2.03 0.01 -0.91 0.242
H 2.13 -0.87 0.51 0.250
H 2.54 0.86 0.69 0.262
H 0.31 1.30 1.19 0.239
H -2.00 1.39 0.87 0.280
H -2.64 -0.11 -0.21 0.258
H -1.54 -1.55 -1.18 0.284
H 0.41 -1.44 -0.86 0.252
```

ORCA calculation (wB97M-V/def2-TZVPD) on the ion C3H8N3O with charge +1.

Computed properties:
- LUMO: -3.312 eV
- Largest force on an atom: 2.94 eV/Å
- Total charge: +1
- Multiplicity: 1
- Relative energy (zero: lowest compared OMol25 entry of this formula, charge and spin): 45.1 kcal per mole
- SMILES string: NC1=C[C@@H](O)[NH2+]N1
- HOMO energy: -0.482 hartree

```
15
Properties=species:S:1:pos:R:3:nbo_charge:R:1
N -2.29 0.45 0.24 -0.788
C -0.97 0.29 0.07 0.398
C 0.01 1.05 -0.42 -0.465
C 1.33 0.36 -0.39 0.266
O 2.14 0.62 0.66 -0.668
N 0.85 -1.15 -0.26 -0.381
N -0.39 -1.10 0.43 -0.455
H -2.66 1.39 0.18 0.427
H -2.78 -0.18 0.85 0.416
H -0.09 2.06 -0.77 0.266
H 1.93 0.44 -1.30 0.218
H 1.66 0.85 1.46 0.500
H 0.79 -1.57 -1.20 0.424
H 1.54 -1.68 0.29 0.447
H -1.05 -1.83 0.17 0.395
```

Q: Among the records above, which one has the highest total charge?
A: C2H4LiO2Tm

Q: Look up the largest force on an atom of the third one.
A: 2.68 eV/Å